# 1
{
  "formula": "C17H22F3N3O4",
  "method": "the ωB97M-V functional and the def2-TZVPD basis",
  "total_energy_ev": -38782.4590,
  "gap_ev": 8.2,
  "smiles": "CCOC(=O)N1CCN(CCC(=O)Nc2ccc(OC(F)(F)F)cc2)CC1",
  "de_lowest_kcal_mol": 416.3,
  "max_force_ev_per_a": 14.73,
  "species": ["C", "C", "O", "C", "O", "N", "C", "C", "N", "C", "C", "C", "O", "N", "C", "C", "C", "C", "O", "C", "F", "F", "F", "C", "C", "C", "C", "H", "H", "H", "H", "H", "H", "H", "H", "H", "H", "H", "H", "H", "H", "H", "H", "H", "H", "H", "H", "H", "H"],
  "positions_angstrom": [[2.30157, 2.60513, -6.93333], [2.08898, 3.02691, -5.45323], [1.70329, 2.00677, -4.80211], [2.97884, 1.26638, -4.38370], [4.20272, 1.56240, -4.70074], [2.49887, 0.04262, -3.63615], [1.17968, -0.09926, -3.16829], [1.16170, -1.57933, -2.47117], [1.92123, -1.73749, -1.43448], [1.78891, -2.90436, -1.01025], [2.30908, -3.18057, 0.65140], [1.02082, -2.74076, 1.40357], [0.84235, -3.24662, 2.42522], [0.53923, -1.31915, 1.10008], [-0.41167, -0.68299, 1.63730], [-1.17680, -1.27379, 2.89880], [-2.04687, -0.36993, 3.36613], [-2.59655, 0.70157, 2.55463], [-3.66181, 1.56971, 3.12061], [-4.38245, 1.48226, 4.08855], [-4.92161, -0.00435, 4.18590], [-5.11543, 2.35798, 4.29224], [-3.55256, 1.38033, 5.32173], [-1.70895, 1.14164, 1.48826], [-0.79486, 0.31640, 1.03851], [3.37790, -0.83240, -1.34945], [3.59531, -0.76137, -2.94899], [1.28701, 2.17595, -7.26022], [2.99004, 2.01336, -7.05737], [2.39178, 3.28427, -7.66487], [1.29054, 3.63463, -5.28629], [3.06859, 3.49538, -5.24597], [0.45997, 0.15084, -3.90881], [0.84196, 0.77903, -2.22829], [-0.02279, -1.42382, -2.25457], [1.28539, -2.25474, -3.38304], [1.07066, -3.60946, -0.98938], [2.58453, -3.65089, -1.54837], [2.42585, -4.07129, 0.75478], [3.12858, -2.46865, 0.80227], [1.00247, -1.14383, 0.27432], [-0.87745, -2.08608, 3.23366], [-2.63835, -0.83495, 4.24191], [-2.34669, 1.75682, 0.89720], [-0.21136, 0.73556, 0.12264], [3.44122, 0.07964, -0.94660], [4.02441, -1.51532, -1.09494], [3.79237, -1.74762, -3.49110], [4.54921, -0.08978, -2.93086]],
  "forces_ev_per_a": [[-10.18, 3.52, 2.44], [3.63, 4.43, -6.06], [3.79, -8.11, 5.81], [0.96, -1.91, 0.05], [-6.98, -1.36, 1.81], [4.33, 3.16, -1.79], [0.18, 0.94, 4.50], [-7.28, 5.08, -7.59], [3.33, 9.65, 2.51], [8.58, -10.31, 6.07], [-4.58, 12.57, -5.17], [3.49, 4.93, -1.49], [-2.52, -2.57, 3.93], [5.75, -9.00, -0.26], [-2.24, -8.17, 8.59], [0.85, 10.08, -7.33], [-4.43, -1.39, 1.61], [3.24, -0.01, 1.95], [4.42, 0.36, -7.23], [6.07, -11.32, 5.76], [-0.12, 3.43, -0.45], [-7.43, 6.48, 1.16], [-0.96, 0.20, -1.22], [-8.59, 1.25, 3.48], [0.61, 8.78, -7.07], [-5.96, -3.77, -7.55], [1.40, 2.53, 0.85], [1.43, -0.16, 0.48], [7.12, -6.64, -0.77], [0.68, 3.46, -2.10], [-1.86, 3.04, -0.45], [-0.57, -0.08, 1.09], [-0.64, -0.60, -0.71], [1.19, -2.39, -2.29], [2.21, -1.57, 0.03], [-0.05, 0.09, 1.15], [-4.11, -0.76, -0.78], [-0.83, 0.83, 0.47], [1.86, -10.40, 1.50], [-0.19, -0.55, 0.43], [0.44, 1.73, -2.39], [2.43, -7.18, 3.49], [0.74, 1.61, -1.16], [0.77, 1.52, -0.97], [-0.98, -1.14, 1.36], [-0.73, 3.21, 2.01], [3.55, -3.44, 2.14], [-0.39, 1.30, 1.12], [-1.48, -1.33, -0.97]]
}

***

# 2
{
  "formula": "C16H48N2O7",
  "method": "the ωB97M-V functional and the def2-TZVPD basis",
  "total_energy_ev": -34679.0546,
  "gap_ev": 9.7,
  "smiles": "COC[C@H](C)N.COC[C@H](C)N.CCO.CCO.CCO.CCO.O",
  "de_lowest_kcal_mol": 51.4,
  "max_force_ev_per_a": 3.05,
  "species": ["C", "O", "C", "C", "C", "N", "H", "H", "H", "H", "H", "H", "H", "H", "H", "H", "H", "C", "O", "C", "C", "C", "N", "H", "H", "H", "H", "H", "H", "H", "H", "H", "H", "H", "C", "C", "O", "H", "H", "H", "H", "H", "H", "C", "C", "O", "H", "H", "H", "H", "H", "H", "C", "C", "O", "H", "H", "H", "H", "H", "H", "C", "C", "O", "H", "H", "H", "H", "H", "H", "O", "H", "H"],
  "positions_angstrom": [[-2.00701, -19.48382, -5.68963], [-1.88797, -20.70748, -6.41132], [-0.82871, -21.44772, -5.94198], [-0.60877, -22.87979, -6.55921], [-1.71669, -23.83772, -6.04795], [0.68549, -23.42521, -6.45143], [-1.22940, -18.72314, -5.75887], [-2.29652, -19.71468, -4.66445], [-2.90449, -19.03770, -6.11814], [0.10560, -20.88726, -5.97403], [-0.91492, -21.66206, -4.87674], [-0.77697, -22.82205, -7.63461], [-1.71552, -23.93887, -4.96265], [-1.59876, -24.78009, -6.58288], [-2.63765, -23.40932, -6.44343], [1.33349, -22.65545, -6.36388], [0.81840, -23.95872, -5.60421], [2.96445, -21.47574, -7.69509], [2.87923, -21.71165, -6.32719], [3.11346, -20.51481, -5.48189], [3.54639, -20.78222, -4.03515], [2.40258, -21.21106, -3.03654], [4.19830, -19.64976, -3.46738], [3.95892, -21.08518, -7.91093], [2.17195, -20.75717, -7.90414], [2.71648, -22.34800, -8.29989], [4.01609, -20.10199, -5.93237], [2.26503, -19.85653, -5.66878], [4.22224, -21.63726, -4.05064], [1.89684, -22.10388, -3.40424], [1.62229, -20.46509, -2.88565], [2.92798, -21.45382, -2.11288], [5.19528, -19.77422, -3.57056], [4.08522, -19.66036, -2.46377], [-4.66122, -16.16632, -4.31619], [-4.44337, -15.20265, -3.15458], [-4.95851, -15.59272, -1.91431], [-5.71719, -16.40830, -4.19591], [-3.96479, -16.99907, -4.21806], [-4.61216, -15.82038, -5.34867], [-4.82469, -14.23270, -3.47378], [-3.35842, -15.11216, -3.10170], [-5.61025, -15.00442, -1.52605], [-0.39982, -27.96414, -8.61223], [0.40173, -26.73237, -8.35872], [0.54949, -26.70037, -6.94896], [0.07489, -28.84954, -8.18936], [-0.37958, -27.93443, -9.70164], [-1.42418, -27.84173, -8.26036], [0.04972, -25.75001, -8.67361], [1.38862, -26.80717, -8.81541], [0.72460, -25.79542, -6.68063], [-1.92207, -22.64566, -2.48543], [-2.46658, -22.95467, -1.04516], [-3.85996, -22.66761, -1.05706], [-2.57983, -22.96702, -3.29300], [-0.93931, -23.10997, -2.56713], [-1.82070, -21.56410, -2.57516], [-2.02494, -22.50054, -0.15813], [-2.39281, -24.04210, -1.03272], [-4.20647, -22.99837, -0.22513], [-7.34503, -23.16687, -4.31461], [-5.92484, -22.55422, -4.10324], [-5.02306, -23.42693, -4.84669], [-7.30961, -24.24731, -4.17497], [-7.66667, -23.10977, -5.35451], [-8.05158, -22.84258, -3.55059], [-5.46619, -22.46905, -3.11810], [-5.81675, -21.52674, -4.45068], [-5.13644, -24.31356, -4.49651], [-4.79093, -21.45797, -7.28394], [-5.05739, -22.25315, -6.82252], [-3.94532, -21.22873, -6.89840]],
  "forces_ev_per_a": [[-2.03, -0.26, -0.35], [-0.02, 0.68, -0.40], [1.87, -1.92, 0.91], [-2.85, 0.50, -0.73], [0.59, 0.82, -1.29], [1.18, -0.31, 0.82], [0.60, -0.56, -0.12], [0.48, 0.11, 0.34], [0.01, 0.26, -0.04], [0.34, 0.29, -0.55], [-0.41, 0.16, 0.55], [-0.36, 0.46, -0.24], [-0.07, -0.14, -0.15], [0.07, -0.29, 0.41], [-0.33, -0.09, 0.59], [0.63, -0.16, -0.12], [-0.15, -0.05, 0.40], [-0.42, 1.03, -0.02], [0.34, -0.42, 2.72], [0.89, -0.93, -1.83], [-2.38, -1.81, 0.63], [0.69, -0.20, -1.23], [0.89, 0.97, 0.21], [-0.02, 0.10, -0.51], [0.17, 0.54, -0.68], [0.30, -0.31, 0.47], [-0.04, 0.69, -0.11], [0.00, 0.28, 0.54], [0.02, -0.27, -0.35], [0.07, -0.13, 0.02], [0.27, 0.29, 0.04], [-0.38, -0.01, 0.22], [0.26, 0.37, -0.32], [-0.31, 0.16, 0.11], [-1.13, -0.50, 0.72], [1.04, 1.36, -1.54], [-0.03, -1.02, 0.38], [0.01, -1.00, -0.17], [-0.51, -0.37, 0.00], [0.48, 0.73, 0.28], [-0.09, 0.22, 0.25], [0.14, 0.35, 0.60], [0.11, 0.20, -0.53], [-0.31, 0.96, -1.43], [0.97, 0.23, 1.59], [0.24, 0.30, 0.79], [-0.03, 0.15, -0.15], [-0.51, -1.09, -0.29], [0.07, -0.17, 0.04], [-0.81, -0.25, -0.42], [0.25, -0.26, -0.19], [0.15, 0.24, -0.02], [0.17, 1.03, 1.80], [-0.72, -1.20, -2.18], [-0.29, 0.36, 0.14], [-0.17, -0.30, 0.42], [0.03, 0.07, -0.23], [0.19, 0.08, -0.22], [0.62, 0.17, -0.45], [0.35, -0.24, 0.77], [-0.26, 0.07, 0.03], [0.94, -0.01, 0.96], [0.13, -1.20, -0.57], [0.14, 1.01, -0.34], [0.38, -0.19, 0.33], [-0.17, 0.76, 0.17], [-0.29, 0.44, -0.47], [-0.91, -0.47, 0.62], [-0.18, -0.22, -0.78], [-0.02, -0.02, 0.06], [-0.34, 0.24, -0.30], [-0.03, -0.36, 0.28], [0.51, 0.02, 0.10]]
}

***

# 3
{
  "formula": "C6H10O",
  "method": "the ωB97M-V functional and the def2-TZVPD basis",
  "total_energy_ev": -8430.4879,
  "gap_ev": 10.1,
  "smiles": "C[C@H]1CC=C[C@H]1O",
  "de_lowest_kcal_mol": 17.4,
  "max_force_ev_per_a": 2.18,
  "species": ["C", "C", "C", "C", "C", "C", "O", "H", "H", "H", "H", "H", "H", "H", "H", "H", "H"],
  "positions_angstrom": [[-1.30469, -0.63531, 1.17035], [0.12334, -0.24076, 0.79447], [0.79547, -1.25042, -0.15886], [0.56519, -0.65168, -1.53430], [0.16436, 0.61289, -1.46182], [0.23119, 1.04135, -0.03128], [-0.60438, 2.10692, 0.37173], [-1.89720, -0.89725, 0.28650], [-1.28550, -1.51010, 1.83368], [-1.80981, 0.18233, 1.69404], [0.69278, -0.08290, 1.71720], [0.36940, -2.25488, -0.07482], [1.87079, -1.32951, 0.05797], [0.75953, -1.19304, -2.45199], [-0.04789, 1.30811, -2.27020], [1.27240, 1.45754, 0.13516], [0.18361, 2.61969, 0.55646]],
  "forces_ev_per_a": [[-0.02, 0.03, -0.07], [0.10, -0.04, 0.04], [0.04, -0.17, -0.04], [-0.10, -0.02, -0.11], [0.11, -0.27, 0.00], [0.91, -0.24, -0.01], [0.51, 0.18, 0.03], [0.09, 0.08, 0.08], [0.01, 0.18, -0.15], [0.07, -0.12, -0.10], [-0.03, -0.25, -0.09], [0.09, 0.04, 0.03], [-0.14, -0.03, -0.10], [-0.10, -0.05, 0.04], [0.06, -0.22, 0.10], [-0.43, -0.80, -0.31], [-1.18, 1.71, 0.65]]
}